Record 1
The following is a DFT calculation (the ωB97M-V functional and the def2-TZVPD basis) of a single C6H12O molecule.

ORCA input file:
```
! wB97M-V def2-TZVPD RIJCOSX def2/J DEFGRID3
* xyz 0 1
C -1.289 1.237 0.114
H -0.538 -2.064 0.297
C 0.173 1.150 -0.365
C -1.786 -0.232 0.208
C 1.936 -0.767 -0.442
H -2.650 -0.424 -0.435
O 0.715 -0.182 1.573
H 2.379 -1.474 0.267
C -0.579 -1.088 -0.195
H 0.797 1.971 0.014
H 2.669 0.018 -0.651
C 0.636 -0.223 0.145
H -0.582 -1.263 -1.279
H 1.456 0.393 1.805
H 1.744 -1.305 -1.375
H -1.327 1.702 1.103
H -1.904 1.845 -0.556
H 0.235 1.175 -1.461
H -2.082 -0.469 1.233
*
```

Properties
E	-311.0563	a.u.
frontier orbital gap	11.111	eV

Partial atomic charges computed with the Mulliken method, in multiples of e: atom 1 (C): -0.503, atom 2 (H): 0.426, atom 3 (C): -0.998, atom 4 (C): -0.609, atom 5 (C): -1.763, atom 6 (H): 0.369, atom 7 (O): -0.602, atom 8 (H): 0.400, atom 9 (C): -1.032, atom 10 (H): 0.417, atom 11 (H): 0.372, atom 12 (C): 1.306, atom 13 (H): 0.332, atom 14 (H): 0.383, atom 15 (H): 0.352, atom 16 (H): 0.220, atom 17 (H): 0.362, atom 18 (H): 0.332, atom 19 (H): 0.237

Record 2
The following is a DFT calculation (the ωB97M-V functional and the def2-TZVPD basis) of a molecular structure, C44H45CdN10O3.

ORCA input file:
```
! wB97M-V def2-TZVPD RIJCOSX def2/J DEFGRID3
* xyz 1 1
H 0.688 2.501 1.572
H -4.535 1.274 0.180
H -1.404 1.229 6.569
C -2.527 -3.240 1.919
H 2.791 1.623 -0.820
C -0.216 -3.110 -3.331
C -0.279 0.127 3.632
H 5.934 -0.009 -3.074
C 0.701 0.966 6.023
N -2.579 -1.929 1.674
O 0.622 0.273 0.598
H 0.991 4.944 0.909
C -2.736 -1.537 0.396
C -3.914 1.771 -4.281
H -3.069 -1.958 -1.640
H 2.567 0.777 5.108
Cd 2.376 -0.047 1.818
N -0.286 0.469 -0.265
H -4.630 3.671 -3.445
C 0.007 2.766 -3.767
H 4.478 -2.009 0.434
C 3.015 4.907 1.570
H -2.926 2.949 -1.333
O -1.042 1.453 -0.123
H -2.697 -5.238 1.209
C 1.051 -2.562 -3.192
C 2.666 3.293 -4.068
C -0.684 0.912 5.823
H 4.965 4.591 2.363
C -3.195 2.437 -2.240
H 0.928 -4.535 3.916
H 4.584 2.104 2.649
H 3.178 -3.001 -3.077
C 3.813 2.762 2.270
C 1.798 4.331 1.282
H -0.087 3.032 -5.955
H -6.852 0.749 0.914
C -2.794 -4.195 0.941
C -2.966 -2.407 -0.662
C 4.494 -1.118 -0.180
C -3.951 2.840 -3.344
C 2.155 -3.360 -3.095
H -4.498 1.650 -5.179
N 1.843 -2.201 1.726
O -0.455 -0.351 -1.182
C 0.747 -4.767 1.729
C -5.402 1.490 3.856
C 5.331 -0.059 -2.179
H -1.072 -2.476 -3.510
H 3.153 5.972 1.436
C -3.045 0.791 -3.785
H 4.424 1.855 -2.452
C 3.522 0.822 -0.841
C -1.176 0.401 4.647
H -2.236 0.406 4.434
H -5.668 1.472 4.907
H 3.706 3.593 -4.146
H 2.820 -5.447 -3.101
H 1.168 1.334 6.923
C 0.925 -4.047 0.535
N -4.149 1.744 3.487
N -2.614 1.285 -2.598
C 1.118 -4.164 2.919
C 0.495 3.043 -5.043
H 0.350 -5.771 1.669
H -7.399 0.765 3.267
H 0.723 -4.631 -0.351
C 0.905 2.849 -2.706
C -6.092 1.031 1.631
H -2.845 1.929 1.890
N 2.677 2.144 1.853
H 2.365 3.505 -6.129
C 5.351 -1.112 -1.262
C 0.688 -5.190 -3.107
H 1.231 -1.492 -3.192
H 0.531 2.787 -1.686
C 1.448 -2.794 0.589
H -1.904 0.823 -2.039
C 1.994 -4.753 -3.072
H 1.517 -2.248 -0.345
H -1.062 2.726 -3.606
H 2.052 -2.531 3.813
C 4.034 4.116 2.090
N 1.037 0.239 3.735
C 1.704 -2.891 2.851
C 1.851 3.326 -5.195
C -3.850 1.649 2.181
H -2.751 -0.188 -4.116
N 3.580 -0.140 0.075
C -6.396 1.053 2.983
N 2.194 3.148 -2.828
C 1.503 0.649 4.934
H 6.067 -1.914 -1.387
C 4.413 0.927 -1.898
C -3.023 -3.751 -0.360
H -0.657 -0.160 2.655
H 0.478 -6.256 -3.182
H -2.840 -0.459 0.374
C -4.803 1.325 1.229
H -3.289 -4.533 -1.062
N -0.413 -4.440 -3.212
C 1.663 2.967 1.507
H -2.402 -3.538 2.953
*
```

Properties
E	-2644.3548	a.u.
frontier orbital gap	7.043	eV

Mulliken population analysis, charges in e, atoms 1 to 99: atom 1 (H): 0.210, atom 2 (H): 0.384, atom 3 (H): 0.433, atom 4 (C): -0.395, atom 5 (H): 0.298, atom 6 (C): -0.291, atom 7 (C): -0.292, atom 8 (H): 0.484, atom 9 (C): -0.664, atom 10 (N): -0.125, atom 11 (O): 2.029, atom 12 (H): 0.492, atom 13 (C): -0.348, atom 14 (C): -0.658, atom 15 (H): 0.520, atom 16 (H): 0.354, atom 17 (Cd): 0.223, atom 18 (N): -0.765, atom 19 (H): 0.477, atom 20 (C): -0.029, atom 21 (H): 0.414, atom 22 (C): -0.325, atom 23 (H): 0.526, atom 24 (O): -0.426, atom 25 (H): 0.475, atom 26 (C): -0.099, atom 27 (C): -0.302, atom 28 (C): -0.433, atom 29 (H): 0.433, atom 30 (C): -0.603, atom 31 (H): 0.482, atom 32 (H): 0.392, atom 33 (H): 0.402, atom 34 (C): -0.421, atom 35 (C): -0.756, atom 36 (H): 0.446, atom 37 (H): 0.406, atom 38 (C): -0.446, atom 39 (C): -0.999, atom 40 (C): -0.533, atom 41 (C): -0.882, atom 42 (C): -0.242, atom 43 (H): 0.459, atom 44 (N): 0.283, atom 45 (O): -0.677, atom 46 (C): -0.715, atom 47 (C): -0.397, atom 48 (C): -0.367, atom 49 (H): 0.498, atom 50 (H): 0.423, atom 51 (C): -0.439, atom 52 (H): 0.370, atom 53 (C): 0.062, atom 54 (C): -0.635, atom 55 (H): 0.441, atom 56 (H): 0.338, atom 57 (H): 0.377, atom 58 (H): 0.448, atom 59 (H): 0.413, atom 60 (C): -0.407, atom 61 (N): -0.484, atom 62 (N): 1.157, atom 63 (C): -0.648, atom 64 (C): -0.625, atom 65 (H): 0.464, atom 66 (H): 0.392, atom 67 (H): 0.139, atom 68 (C): -0.079, atom 69 (C): -0.669, atom 70 (H): 0.650, atom 71 (N): 0.386, atom 72 (H): 0.390, atom 73 (C): -0.726, atom 74 (C): -0.487, atom 75 (H): 0.388, atom 76 (H): 0.516, atom 77 (C): -0.063, atom 78 (H): -0.139, atom 79 (C): -0.479, atom 80 (H): 0.496, atom 81 (H): 0.238, atom 82 (H): 0.357, atom 83 (C): -0.639, atom 84 (N): 0.529, atom 85 (C): -0.282, atom 86 (C): -0.492, atom 87 (C): -0.224, atom 88 (H): 0.300, atom 89 (N): 0.379, atom 90 (C): -0.350, atom 91 (N): -0.429, atom 92 (C): -0.388, atom 93 (H): 0.463, atom 94 (C): -0.739, atom 95 (C): -0.402, atom 96 (H): 0.295, atom 97 (H): 0.398, atom 98 (H): 0.884, atom 99 (C): -0.007

Record 3
The following is a DFT calculation (the ωB97M-V functional and the def2-TZVPD basis) of a single C4H7NO molecule.

ORCA input file:
```
! wB97M-V def2-TZVPD RIJCOSX def2/J DEFGRID3
* xyz 0 1
H -1.164 1.557 0.683
H 2.190 0.306 -0.505
C -0.264 1.326 0.111
N -0.392 0.673 -1.174
H 1.949 -0.751 0.911
C -0.760 -1.035 0.672
C 0.128 -0.117 -0.047
O -2.038 -0.891 0.302
H -2.189 -1.613 0.980
C 1.588 -0.510 -0.094
H 1.733 -1.391 -0.730
H 0.545 2.051 0.199
H -1.371 0.413 -1.321
*
```

Properties
E	-286.4697	a.u.
frontier orbital gap	9.534	eV

Partial atomic charges computed with the Mulliken method, in multiples of e: atom 1 (H): 0.272, atom 2 (H): 0.367, atom 3 (C): -0.694, atom 4 (N): -0.669, atom 5 (H): 0.313, atom 6 (C): -0.925, atom 7 (C): 1.432, atom 8 (O): -0.292, atom 9 (H): 0.600, atom 10 (C): -1.239, atom 11 (H): 0.274, atom 12 (H): 0.259, atom 13 (H): 0.303

Record 4
The following is a DFT calculation (the ωB97M-V functional and the def2-TZVPD basis) of 2 unconnected molecules or ions with the total composition C25H30N4O4.

ORCA input file:
```
! wB97M-V def2-TZVPD RIJCOSX def2/J DEFGRID3
* xyz 0 1
H -2.426 -1.124 5.285
C -2.280 -1.114 4.209
C -2.698 -2.100 3.355
C 0.831 4.180 -5.178
O 4.073 6.155 -4.075
H 6.460 4.706 -5.307
H -4.784 -5.936 0.225
H -0.241 2.030 2.685
O -1.644 -0.112 3.517
H 2.482 5.214 -4.294
H -0.049 3.853 -4.621
H -1.216 0.093 1.385
H 3.732 0.457 2.140
H -6.013 -7.863 3.017
H 1.071 3.426 -5.930
N -4.548 -6.541 2.227
C 2.963 1.169 1.875
H 0.611 5.127 -5.672
C -3.832 -4.234 2.806
H 5.617 3.603 -3.148
C -4.430 -5.517 3.161
O -4.823 -5.702 4.307
H -4.666 -9.703 1.460
H -4.319 -8.312 3.341
C 3.251 4.679 -1.347
N 0.215 4.004 0.629
H -3.694 -4.011 1.758
H 1.530 0.378 3.287
C -1.653 -0.484 2.194
H 7.077 5.519 -3.842
H 6.286 6.466 -5.121
H -0.740 4.215 0.879
H -4.115 -8.056 -0.631
C 2.231 3.082 0.520
C -4.947 -8.658 1.298
O 1.838 2.319 -3.310
H 0.553 5.538 -0.908
H -3.088 -5.963 0.781
C 4.951 5.314 -3.929
C -2.285 -1.684 2.036
N 4.812 4.204 -3.201
C 0.973 2.997 1.187
C 2.174 4.190 -0.431
H -2.428 -2.208 1.097
H 3.853 2.774 -2.043
C 1.716 1.122 2.524
H -2.921 -8.279 0.668
C 0.714 2.045 2.182
C -4.060 -6.461 0.857
H 2.949 5.647 -1.750
H 4.147 4.840 -0.746
C 6.291 5.512 -4.595
C 0.926 4.703 -0.328
C 3.599 3.729 -2.503
H -5.929 -8.632 0.814
C -3.929 -7.918 0.438
C -3.384 -3.329 3.741
H 4.181 2.170 0.400
C 3.219 2.141 0.887
C 2.379 3.418 -3.396
N 1.961 4.343 -4.267
H -3.525 -3.546 4.799
C -4.999 -7.873 2.602
*
```

Properties
E	-1490.6476	a.u.
frontier orbital gap	8.361	eV

Partial atomic charges computed with the Mulliken method, in multiples of e: atom 1 (H): 0.435, atom 2 (C): -0.637, atom 3 (C): 1.092, atom 4 (C): -0.992, atom 5 (O): -0.716, atom 6 (H): 0.345, atom 7 (H): 0.241, atom 8 (H): 0.645, atom 9 (O): -0.300, atom 10 (H): 0.250, atom 11 (H): 0.305, atom 12 (H): 0.488, atom 13 (H): 0.385, atom 14 (H): 0.282, atom 15 (H): 0.305, atom 16 (N): 0.116, atom 17 (C): -0.849, atom 18 (H): 0.355, atom 19 (C): -0.373, atom 20 (H): 0.275, atom 21 (C): 0.132, atom 22 (O): -0.682, atom 23 (H): 0.333, atom 24 (H): 0.294, atom 25 (C): -1.200, atom 26 (N): 0.007, atom 27 (H): 0.413, atom 28 (H): 0.460, atom 29 (C): -0.262, atom 30 (H): 0.358, atom 31 (H): 0.335, atom 32 (H): 0.176, atom 33 (H): 0.355, atom 34 (C): 1.024, atom 35 (C): -0.581, atom 36 (O): -0.712, atom 37 (H): 0.430, atom 38 (H): 0.382, atom 39 (C): 0.789, atom 40 (C): -0.813, atom 41 (N): -0.123, atom 42 (C): -0.484, atom 43 (C): 0.573, atom 44 (H): 0.374, atom 45 (H): 0.566, atom 46 (C): -0.425, atom 47 (H): 0.307, atom 48 (C): -1.252, atom 49 (C): -0.562, atom 50 (H): 0.378, atom 51 (H): 0.534, atom 52 (C): -1.321, atom 53 (C): -0.809, atom 54 (C): 0.144, atom 55 (H): 0.282, atom 56 (C): -0.678, atom 57 (C): -0.480, atom 58 (H): 0.410, atom 59 (C): -0.248, atom 60 (C): 0.082, atom 61 (N): 0.002, atom 62 (H): 0.397, atom 63 (C): -0.560

| no. | F_max (eV/A) |
| --- | --- |
| 1 | 0.35 |
| 2 | 2.86 |
| 3 | 2.55 |
| 4 | 2.21 |